[1]
{"formula": "C45H113N5O14", "method": "ωB97M-V/def2-TZVPD", "symbols": ["C", "C", "C", "C", "C", "C", "N", "O", "C", "C", "C", "H", "H", "H", "H", "H", "H", "H", "H", "H", "H", "H", "H", "H", "H", "H", "H", "H", "H", "H", "C", "C", "C", "C", "C", "C", "N", "O", "C", "C", "C", "H", "H", "H", "H", "H", "H", "H", "H", "H", "H", "H", "H", "H", "H", "H", "H", "H", "H", "H", "C", "C", "C", "C", "C", "C", "N", "O", "C", "C", "C", "H", "H", "H", "H", "H", "H", "H", "H", "H", "H", "H", "H", "H", "H", "H", "H", "H", "H", "H", "C", "C", "C", "C", "C", "C", "N", "O", "C", "C", "C", "H", "H", "H", "H", "H", "H", "H", "H", "H", "H", "H", "H", "H", "H", "H", "H", "H", "H", "H", "C", "C", "C", "C", "C", "C", "N", "O", "C", "C", "C", "H", "H", "H", "H", "H", "H", "H", "H", "H", "H", "H", "H", "H", "H", "H", "H", "H", "H", "H", "O", "H", "H", "O", "H", "H", "O", "H", "H", "O", "H", "H", "O", "H", "H", "O", "H", "H", "O", "H", "H", "O", "H", "H", "O", "H", "H"], "coordinates": [[5.5627, -1.2505, -1.0463], [4.5642, -2.1468, -1.8286], [3.1354, -1.6089, -1.6749], [2.7312, -0.4200, -2.5489], [3.0203, -0.8054, -3.9758], [4.4380, -1.3583, -4.2572], [4.8544, -2.3337, -3.2508], [6.1753, -2.7641, -3.4714], [4.3735, -2.0191, -5.6164], [5.3739, -0.1168, -4.2890], [4.5646, -3.5325, -1.1808], [6.5719, -1.5762, -1.3004], [5.3662, -1.3714, 0.0176], [5.4895, -0.1942, -1.3075], [2.4753, -2.4779, -1.7602], [3.0585, -1.3636, -0.6090], [3.2556, 0.4774, -2.2107], [1.6714, -0.2228, -2.3727], [2.8978, 0.0603, -4.6296], [2.2569, -1.5269, -4.2835], [5.3718, -2.2716, -5.9848], [3.8121, -2.9546, -5.5791], [3.9073, -1.3664, -6.3553], [6.4125, -0.3702, -4.4967], [5.0457, 0.4988, -5.1307], [5.2684, 0.4368, -3.3594], [3.9502, -4.1653, -1.8302], [4.2334, -3.4775, -0.1452], [5.5049, -4.0896, -1.2217], [6.0691, -3.6195, -3.9010], [-2.0480, -4.4283, 1.0590], [-2.4003, -2.9922, 1.5177], [-1.2408, -2.3809, 2.3540], [-0.1209, -1.8071, 1.5064], [-0.6223, -0.8674, 0.4211], [-1.7078, -1.4925, -0.4618], [-2.7265, -2.1099, 0.3963], [-3.7949, -2.5587, -0.4139], [-2.3638, -0.4065, -1.2759], [-0.9282, -2.4704, -1.4038], [-3.5888, -3.1518, 2.4649], [-1.9170, -5.1450, 1.8723], [-1.1684, -4.3946, 0.4193], [-2.8681, -4.9212, 0.5241], [-1.5815, -1.5822, 3.0179], [-1.0062, -3.2033, 3.0327], [0.3448, -2.6675, 1.0085], [0.6905, -1.3201, 2.0502], [0.2147, -0.6227, -0.2337], [-0.9789, 0.0603, 0.8781], [-2.9810, 0.2985, -0.7250], [-1.6403, 0.1794, -1.8662], [-2.9133, -0.7551, -2.1592], [-0.3747, -3.2730, -0.9256], [-1.6580, -2.9582, -2.0591], [-0.2898, -1.9118, -2.0891], [-4.5278, -3.4484, 1.9986], [-3.7968, -2.2472, 3.0441], [-3.3612, -3.8424, 3.2838], [-3.4911, -3.4252, -0.7389], [-0.5617, 1.9770, -6.3997], [-0.3824, 2.6119, -4.9958], [1.0589, 2.4174, -4.5304], [2.0097, 3.3948, -5.2104], [1.5434, 4.8207, -4.9520], [0.0884, 5.1487, -5.3315], [-0.7760, 4.0198, -4.9901], [-2.1325, 4.2113, -5.2857], [-0.3308, 6.3637, -4.4737], [-0.0405, 5.5252, -6.8227], [-1.3022, 1.8486, -4.0393], [-0.2874, 2.7039, -7.1681], [-1.6312, 1.8292, -6.5940], [-0.0940, 1.0060, -6.5424], [1.1618, 2.3765, -3.4448], [1.3725, 1.4195, -4.8480], [2.0518, 3.2247, -6.2878], [3.0103, 3.3190, -4.7804], [2.1734, 5.4298, -5.6139], [1.8234, 5.1586, -3.9547], [-1.4130, 6.4560, -4.3557], [-0.0047, 6.2668, -3.4365], [0.0494, 7.2773, -4.9296], [0.4804, 6.4696, -6.9820], [0.4505, 4.7680, -7.4406], [-1.0662, 5.5967, -7.1801], [-2.3403, 1.9532, -4.3701], [-1.2737, 2.3073, -3.0481], [-1.1216, 0.7731, -4.0529], [-2.2406, 3.9008, -6.2003], [0.9020, 4.0974, -1.0967], [1.1359, 3.5560, 0.3193], [1.9741, 4.6454, 1.0454], [1.9180, 4.6767, 2.5731], [0.4193, 4.6423, 2.9248], [-0.3491, 3.4471, 2.3928], [-0.1566, 3.3714, 0.9561], [-0.9547, 2.4737, 0.2402], [0.0601, 2.2042, 3.2014], [-1.8230, 3.8082, 2.6335], [1.8632, 2.1902, 0.2327], [1.8025, 4.0061, -1.7096], [0.5195, 5.1139, -1.1263], [0.2217, 3.3865, -1.5742], [3.0211, 4.5649, 0.7284], [1.7246, 5.6278, 0.6394], [2.3668, 5.5641, 3.0159], [2.3471, 3.8044, 3.0737], [0.0066, 5.6084, 2.6088], [0.2430, 4.7377, 4.0027], [-0.5363, 1.3363, 2.9167], [1.1149, 1.9283, 3.1630], [-0.0907, 2.4211, 4.2628], [-2.1469, 3.5880, 3.6561], [-2.1187, 4.8203, 2.3581], [-2.5690, 3.2013, 2.1009], [1.1931, 1.4086, -0.1278], [2.1382, 1.8438, 1.2306], [2.7385, 2.2677, -0.4134], [-1.6686, 3.0260, -0.1002], [-1.8751, -2.1944, 6.0310], [-0.8016, -1.2624, 6.5795], [-1.4720, -0.0709, 7.2801], [-0.5488, 0.7791, 8.1250], [0.2401, -0.0914, 9.1018], [0.9725, -1.2850, 8.4464], [0.0497, -1.9806, 7.5363], [0.6927, -3.0978, 6.9519], [2.1986, -0.7059, 7.7271], [1.4918, -2.1981, 9.5495], [-0.0311, -0.7825, 5.3529], [-2.3046, -2.8370, 6.8054], [-1.5017, -2.8057, 5.2146], [-2.7036, -1.5601, 5.7075], [-1.9321, 0.6244, 6.5722], [-2.2999, -0.4696, 7.8759], [-1.1746, 1.4863, 8.6697], [0.1753, 1.2954, 7.4863], [-0.5602, -0.5028, 9.7303], [0.9678, 0.4743, 9.6803], [2.6968, -1.4868, 7.1354], [2.0572, 0.1213, 7.0342], [3.0245, -0.4480, 8.3975], [0.6693, -2.5781, 10.1565], [2.1502, -2.9747, 9.1596], [2.1374, -1.6429, 10.2347], [-0.7154, -0.4329, 4.5787], [0.6106, -1.5395, 4.8943], [0.6697, 0.0295, 5.5623], [0.1654, -3.8259, 7.2972], [-4.4834, 2.1923, -2.5628], [-4.9150, 2.0867, -3.4179], [-3.5511, 2.3360, -2.7715], [-1.1997, -8.0863, 1.1236], [-1.8078, -7.6486, 1.7296], [-0.7909, -8.7828, 1.6489], [-3.6259, -4.7756, -2.4327], [-2.7774, -5.0302, -2.8240], [-4.0270, -5.6092, -2.1532], [-3.9964, -0.0218, 2.0687], [-4.2903, 0.5354, 1.3270], [-3.3406, -0.6410, 1.6817], [-0.9692, -3.4916, -5.1649], [-1.0273, -4.3410, -4.6975], [-1.8301, -3.3787, -5.5809], [-6.4916, -2.1293, 0.6453], [-5.5710, -1.8310, 0.6671], [-6.8329, -1.9344, 1.5242], [-4.8587, 2.0891, 0.1908], [-4.2620, 2.8148, 0.4009], [-4.9564, 2.1186, -0.7849], [-6.3508, -3.5512, -2.8623], [-5.6096, -3.8482, -2.3172], [-6.2015, -3.9709, -3.7152], [-0.7801, -5.5992, -3.2994], [0.1599, -5.4506, -3.4708], [-0.7991, -6.2554, -2.5907]], "total_charge": 0, "e_homo_ev": -8.085, "e_above_lowest_kj_mol": 0.0, "orbital_gap_ev": 7.945}


[2]
{"formula": "C29H32BrFIN2O5P", "method": "ωB97M-V/def2-TZVPD", "symbols": ["C", "C", "C", "C", "C", "C", "C", "C", "C", "C", "C", "C", "C", "I", "C", "F", "C", "O", "C", "C", "C", "C", "Br", "C", "P", "O", "O", "C", "C", "C", "C", "N", "O", "C", "O", "H", "H", "H", "H", "H", "H", "H", "H", "H", "H", "H", "H", "H", "H", "H", "H", "H", "H", "H", "H", "H", "H", "H", "H", "H", "H", "H", "C", "C", "C", "N", "C", "H", "H", "H", "H", "H"], "coordinates": [[5.9637, 1.3172, 2.5754], [6.7174, 0.6744, 1.2916], [5.9370, -0.6386, 0.6692], [7.1057, 1.7306, 0.1240], [6.0564, 2.9471, -0.0832], [4.5190, 2.5040, -0.2768], [3.4267, 3.2313, 0.6627], [1.8781, 2.8875, 0.5032], [1.3033, 1.8209, -0.5725], [2.3889, 1.0763, -1.4581], [1.9887, -0.0240, -2.5728], [1.6050, -1.4863, -1.9679], [0.8651, -2.3335, -3.1521], [2.0868, -2.6009, -4.9492], [3.9606, 1.4263, -1.2959], [4.9629, 0.7381, -2.1231], [-0.3143, 1.5776, -0.6951], [-0.7541, 1.3403, -1.8831], [-1.1748, 1.7255, 0.6513], [-0.5814, 2.7796, 1.7308], [-1.3122, 3.0334, 3.1111], [-2.6902, 2.2578, 3.4112], [-3.4886, 2.6819, 5.2142], [-3.3656, 1.2169, 2.3716], [-5.0119, 0.3842, 2.8076], [-5.9239, -0.0317, 1.3637], [-6.1024, 1.5080, 3.6052], [-2.5306, 0.9702, 1.0015], [-3.1281, -0.1233, -0.0694], [-3.2645, -1.6121, 0.6319], [-2.4697, -2.7721, -0.1840], [-1.8753, -3.8981, 0.6256], [-2.3138, -2.8105, -1.5016], [0.7947, 3.6289, 1.4512], [0.9887, 4.8115, 1.9362], [6.5131, 0.9252, 3.5289], [6.0257, 2.4781, 2.6371], [4.8777, 0.9291, 2.6086], [7.7342, 0.2457, 1.6911], [6.2048, -1.5164, 1.3732], [4.7917, -0.4755, 0.6853], [6.3206, -0.8135, -0.4223], [7.3451, 1.1915, -0.8877], [8.1254, 2.2144, 0.4473], [6.3720, 3.4832, -1.0791], [6.2155, 3.7328, 0.7537], [3.7907, 4.0349, 1.4315], [1.1792, 0.4232, -3.2743], [2.9341, -0.1970, -3.2452], [0.9374, -1.3598, -1.0232], [2.6214, -2.0005, -1.7057], [-0.0832, -1.7371, -3.4586], [0.5852, -3.3662, -2.6985], [-0.8365, 3.7717, 3.8706], [-6.6222, 0.6828, 1.2457], [-6.2133, 2.2775, 2.9648], [-2.4419, -0.2838, -0.9812], [-4.1630, 0.2232, -0.4932], [-2.8215, -1.4968, 1.6907], [-4.3586, -1.9589, 0.7448], [-1.2070, -3.5279, 1.3292], [-1.4384, -4.6030, 0.0066], [-7.6686, -3.3764, -2.9499], [-7.8917, -3.6908, -1.5881], [-6.7057, -3.4909, -0.9220], [-5.7717, -3.0719, -1.8336], [-6.3534, -2.9941, -3.0718], [-8.3901, -3.4229, -3.7536], [-8.8179, -4.0257, -1.1424], [-6.4459, -3.6116, 0.1200], [-4.8083, -2.8550, -1.6213], [-5.7820, -2.6758, -3.9318]], "total_charge": 0, "smiles": "CC(C)CCc1cc2c(c(CCCI)c1F)C(=O)c1c(cc(Br)c(P(O)O)c1CCC(N)=O)C2=O.c1cc[nH]c1", "e_homo_ev": -8.102, "orbital_gap_ev": 6.110}